Record 1
Formula: C6H10O
Source: the OMol25 dataset
Level of theory: the ωB97M-V functional and the def2-TZVPD basis

Properties
- energy relative to the best compared isomer or geometry (same formula, charge and spin) (eV) = 0.882
- LUMO (eV) = 0.962
- HOMO energy (eV) = -9.373

Last column: Mulliken charge in e.
Geometry (Å):
1 C -1.2408 0.3391 0.4948  -0.773
2 C -0.2898 1.1918 -0.5000  -1.036
3 H 1.8573 0.7626 -0.9578  0.296
4 C 0.3129 -1.5657 0.2661  -0.377
5 H 0.7630 0.5036 -2.2847  0.348
6 O 0.5850 0.2509 1.8755  -0.550
7 H 0.1564 2.1691 -0.2006  0.370
8 C 0.8465 -1.0882 -0.8558  -0.487
9 C -0.3467 -0.6239 1.2524  -0.103
10 H -0.9048 -1.1812 2.0183  0.449
11 C 0.8499 0.3765 -1.1983  -0.367
12 H -2.0047 -0.2074 -0.0793  0.377
13 H -1.7724 0.9666 1.2295  0.316
14 H 1.3320 -1.7575 -1.5620  0.379
15 H -1.0267 1.4952 -1.2251  0.400
16 H 0.5375 1.0010 1.2541  0.374
17 H 0.3453 -2.6325 0.4728  0.383

=====

Record 2
Formula: C33H65IO16S7
Source: the OMol25 dataset
Level of theory: the ωB97M-V functional and the def2-TZVPD basis

Properties
- LUMO (eV) = 0.224
- HOMO energy (eV) = -9.074

Last column: Mulliken charge in e.
Geometry (Å):
1 C -2.3684 -0.4626 0.6403  -0.652
2 C -6.3685 -5.9800 -0.7983  -0.677
3 H -3.0138 0.4687 0.6778  0.315
4 C -9.2715 -9.8388 2.1243  -0.646
5 H 1.6063 -0.9187 -2.5697  0.604
6 C 7.5233 1.2577 -4.6608  -0.668
7 O -7.4455 -8.2509 1.0805  -0.516
8 O -4.1210 12.2109 -0.8938  -0.668
9 C -6.0520 -4.1960 0.8770  -0.097
10 C 4.4586 -1.5887 5.1313  -0.611
11 H 3.3471 4.5519 -3.1603  0.394
12 S 1.8646 0.9936 -1.1650  1.138
13 H 9.5927 2.3399 -2.5487  0.354
14 O 0.9337 0.9852 -0.0569  -0.669
15 C 3.6845 -0.7434 -1.8821  -0.798
16 H 9.5355 1.8491 -5.1797  0.291
17 O -5.2144 -2.9360 -1.2811  -0.630
18 C -3.0224 -1.6237 1.5249  -0.132
19 C 1.9540 4.9024 -1.5160  0.007
20 C -2.8829 10.5346 -2.5074  -0.704
21 H -9.2901 -10.7681 4.0747  0.298
22 C -7.0380 -4.8157 -1.5180  -0.729
23 S 7.3615 1.6749 -2.9275  1.177
24 C -0.7593 11.2390 -1.5472  -0.591
25 H -1.0167 9.4467 -2.7677  0.278
26 C 9.5688 0.4208 -3.5630  -0.536
27 H -8.1228 -4.8527 -1.4012  0.325
28 H 3.3174 -3.5938 2.6756  0.413
29 H -3.3152 -2.4800 0.8519  0.220
30 C 0.3912 -3.4999 0.6186  0.008
31 O 1.1668 8.0641 -1.9756  -0.574
32 C -6.4684 -5.6584 0.6935  -0.482
33 H 9.1879 -0.5864 -3.3675  0.271
34 C -7.0764 -9.2147 3.4983  -0.670
35 H 0.8295 6.1319 -0.0869  0.444
36 H 1.9444 3.9158 -1.0518  -0.280
37 C -8.3769 -8.8165 4.1847  -0.566
38 S 2.3351 7.4866 -1.3498  1.074
39 H -6.7756 -4.7546 -2.5735  0.413
40 H 6.5278 -1.2143 4.5019  0.390
41 H 2.5436 5.8569 0.3426  0.378
42 C 3.3040 6.6569 -2.6058  -0.768
43 H 6.1470 -2.9257 4.8537  0.353
44 C 5.7620 -1.9872 4.4502  -0.759
45 H -6.8474 -6.9295 -1.0401  0.344
46 H 6.8921 0.3904 -4.8593  0.349
47 O 1.4375 -3.5079 1.2707  -0.514
48 S 5.2996 -2.2746 2.7503  1.149
49 H 4.3217 7.0465 -2.5919  0.357
50 H -8.2915 -8.8769 5.2709  0.351
51 H 4.1093 4.9147 -1.6133  0.267
52 H -1.3176 -0.1721 0.9690  0.117
53 H 1.1141 4.9554 -2.2150  0.305
54 H 4.2055 -0.5747 0.2019  -0.388
55 O 7.0796 3.0863 -2.8001  -0.753
56 H 2.8428 6.8567 -3.5740  0.391
57 O 5.3969 -1.0249 2.0306  -0.608
58 H 4.5400 -1.6485 6.2181  0.373
59 C 3.5118 1.3246 -0.5498  -0.446
60 O 6.5471 0.6673 -2.2848  -0.732
61 C -9.4420 -9.7737 3.6441  -0.614
62 C 9.0679 1.3842 -2.4944  -0.755
63 H 3.9488 -0.2500 -2.8229  0.190
64 C 3.3950 -2.5454 4.5868  -0.620
65 H -3.1900 9.8791 -1.6901  0.354
66 C -0.9678 -3.0502 2.5035  0.018
67 H -9.5263 -10.8229 1.7318  0.333
68 H 4.0457 -1.7725 -1.9275  0.461
69 H 3.9427 2.1271 -1.1520  0.141
70 H 0.4752 -3.7466 -0.4951  0.411
71 C 2.1765 -0.6888 -1.6698  -0.257
72 C -1.3756 10.4761 -2.7213  -0.521
73 H -2.9041 -2.6055 3.5126  0.417
74 C -1.5425 12.5448 -1.3869  -0.615
75 H 0.3029 11.4337 -1.7052  0.336
76 H 2.9810 -1.8463 2.5625  0.182
77 O -0.8770 -3.1601 1.0680  -0.179
78 H -1.2025 -4.0602 2.9813  0.334
79 H -1.1113 10.9696 -3.6619  0.297
80 H 9.1304 0.2127 -5.6926  0.326
81 O -6.9007 -10.7079 1.3347  -0.707
82 H -0.0685 -2.5971 3.0135  -0.105
83 O -3.4107 13.0194 -3.1830  -0.655
84 C 1.8393 6.0112 -0.4772  -0.803
85 S -6.4470 -3.3667 -0.6598  1.182
86 H -10.4493 -9.4509 3.9136  0.330
87 H 1.8702 -1.3446 -0.8519  -0.182
88 O -7.5561 -2.4662 -0.4450  -0.667
89 H -1.1116 13.3462 -1.9884  0.360
90 H -2.3354 -0.8521 -0.4353  0.187
91 H 5.3576 0.2195 -0.8643  0.411
92 C 3.5714 -2.6112 3.0677  -0.412
93 H 9.1310 0.9781 -1.4855  0.391
94 H -9.8647 -9.0734 1.6220  0.356
95 C -2.1978 -2.0355 2.8165  -0.740
96 H 3.5446 -3.5400 5.0184  0.330
97 S -7.5436 -9.5012 1.7998  1.036
98 H -4.9778 -4.1037 1.0438  -0.115
99 H -6.6905 -10.1534 3.9004  0.341
100 H 7.1953 2.1020 -5.2669  0.367
101 C 3.2638 5.1659 -2.2617  -0.566
102 O 1.6456 1.7942 -2.3492  -0.656
103 C 9.0031 0.9388 -4.8875  -0.632
104 H -6.5961 -3.7213 1.6928  0.336
105 O 5.9452 -3.4819 2.2879  -0.728
106 H 2.3866 -2.2218 4.8524  0.267
107 H 3.4519 1.6344 0.4939  0.444
108 S -3.1920 12.2178 -2.0011  1.134
109 H 10.6588 0.3722 -3.5792  0.367
110 O 3.2139 8.2598 -0.5018  -0.696
111 H -5.8447 -6.3232 1.2920  0.338
112 H -0.8507 10.6402 -0.6360  0.266
113 H -8.6388 -7.7866 3.9226  0.286
114 I -4.9295 -0.7901 2.2897  -0.027
115 C 4.2968 0.0220 -0.7080  0.268
116 H 4.1980 -0.5589 4.8676  0.282
117 H -1.6011 12.8542 -0.3435  0.341
118 H -6.3100 -8.4420 3.5475  0.369
119 H -3.4541 10.3065 -3.4064  0.401
120 H -7.5012 -5.7914 1.0255  0.144
121 H -5.3161 -6.0468 -1.0924  0.317
122 H -1.8410 -1.1337 3.4214  0.316

=====

Record 3
Formula: C32H35N3O4V
Source: the OMol25 dataset
Level of theory: the ωB97M-V functional and the def2-TZVPD basis

Properties
- LUMO (alpha / beta) (eV) = 4.686 / 4.686
- charge = -2
- HOMO energy (alpha / beta) (eV) = 1.167 / 1.172
- spin multiplicity = 2

Last column: Mulliken charge in e.
Geometry (Å):
1 O 0.4244 1.1151 1.1946  -0.532
2 C 4.8283 -3.8403 -0.2564  -0.737
3 N 1.9412 2.3594 0.0392  -0.835
4 C -3.1083 -0.9978 1.1146  -0.576
5 H 1.6255 0.1877 3.1801  0.371
6 C 2.6397 -2.0547 -0.3068  -0.234
7 C -0.7716 -3.0752 3.3384  -1.762
8 O 3.4503 4.0124 1.3145  -0.716
9 C -0.6848 1.2543 -5.5907  -0.842
10 H 3.6131 0.4734 -0.1598  -0.144
11 C 2.7073 3.7547 2.4015  0.222
12 H -1.5952 -3.4004 -1.4581  0.354
13 V 0.4746 0.0807 -0.4661  0.536
14 C -3.3168 -1.6884 -2.6173  -1.742
15 H 2.7964 2.4547 -2.3866  0.180
16 C -0.1697 0.8242 -3.2366  0.814
17 H 2.3856 2.4503 -4.8023  0.280
18 H -0.8707 -0.1880 3.0202  0.321
19 H 0.7558 -3.0592 -1.9632  0.118
20 N 1.4787 1.5726 -0.9750  0.190
21 C 3.9172 -1.6225 0.1244  0.814
22 H 3.0471 3.4792 0.5612  0.625
23 C -1.6828 -2.8333 0.6032  0.072
24 O 1.8343 -0.7489 3.0875  -0.814
25 C 1.4232 1.9653 -4.6658  -1.042
26 C 2.5114 -3.3821 -0.7785  0.940
27 H -3.8878 -2.5682 -2.9280  0.426
28 H -0.5690 -3.0944 4.4104  0.466
29 C -2.0425 -2.7328 -0.7311  -0.442
30 H 5.9398 -2.1697 0.5035  0.361
31 H 2.4818 4.7514 5.6398  0.337
32 H -1.0284 -4.0895 3.0270  0.446
33 C 2.2360 4.2183 4.7280  -0.307
34 C -2.9479 -1.7749 -1.1657  1.185
35 C 1.3278 2.0704 1.1534  1.222
36 H 0.1504 -2.7804 2.8395  0.196
37 H 0.8790 2.2064 -6.7185  0.313
38 H 0.4689 -4.0272 -0.5330  -0.131
39 H 5.2090 0.0467 0.4773  0.489
40 H 3.4604 -5.2641 -1.1064  0.342
41 C 4.9731 -2.5237 0.1591  -0.834
42 C 1.1656 3.3343 4.7015  -0.881
43 C -1.5900 -0.7168 3.6442  -1.573
44 N 1.5291 -1.2541 -0.2799  -0.051
45 H -2.8047 -2.4802 3.5343  0.244
46 C 4.1438 -0.1922 0.5156  -0.909
47 H 3.8358 5.1143 3.5853  0.399
48 H 0.5610 3.1714 5.5858  0.387
49 H -3.9167 -0.8016 -2.8212  0.366
50 H 3.7876 0.0148 1.5261  0.239
51 C 0.8783 2.6521 3.5270  -0.399
52 C 1.9140 1.8355 -2.2636  -1.293
53 H 1.6428 -0.9005 2.1452  0.017
54 C 0.5646 1.8399 -5.7441  -0.354
55 H -1.3756 1.1622 -6.4201  0.363
56 H -2.4861 -0.1010 3.7305  0.453
57 H -4.1303 -0.1034 -0.5408  0.225
58 C -1.9003 -2.0922 3.0435  1.132
59 H -3.5204 -0.2853 1.8188  0.192
60 H -2.4160 -1.6248 -3.2254  0.279
61 C -3.4625 -0.8963 -0.2215  -0.958
62 C -2.2243 -1.9788 1.5617  -0.043
63 H -0.9588 -3.5826 0.8912  0.144
64 C 3.5928 -4.2498 -0.7399  -0.675
65 O -0.5281 0.1909 -2.0889  0.027
66 C 2.9996 4.4257 3.5866  -0.638
67 H -1.1575 -0.8236 4.6403  0.522
68 H 5.6672 -4.5256 -0.2259  0.338
69 C -1.0169 0.7501 -4.3201  -0.504
70 C 1.6364 2.8319 2.3708  0.240
71 H 0.0518 1.9531 3.4816  0.418
72 C 1.0858 1.5426 -3.3473  0.721
73 C 1.1917 -3.8358 -1.3322  -0.870
74 H -1.9718 0.2613 -4.1700  0.171
75 H 1.3122 -4.7548 -1.9111  0.339

=====

| no. | F_max (hartree/bohr) |
| --- | --- |
| 1 | 0.0235 |
| 2 | 0.0590 |
| 3 | 0.0184 |